# 1
This record from the OMol25 dataset describes a 2-piece molecular cluster, C4H12N2O overall. The level of theory is ωB97M-V/def2-TZVPD.

CARTESIAN COORDINATES (ANGSTROEM)
O1 -0.26028 1.81904 0.67838
N1 1.13010 -0.85576 -1.33960
N2 1.10426 -1.03260 0.07766
C1 -0.96666 0.85468 0.83679
C2 1.59649 0.47885 -1.66537
C3 -1.07334 0.13136 2.15629
C4 -1.82379 0.28826 -0.26232
H1 -2.73421 -0.14868 0.12537
H2 -1.23608 -0.48540 -0.75827
H3 2.03601 -0.94814 0.49837
H4 -2.02881 0.37644 2.61499
H5 1.74719 -1.53765 -1.79327
H6 -1.03295 -0.94175 1.99653
H7 1.02280 1.19349 -1.08662
H8 -0.27220 0.44212 2.82045
H9 2.65934 0.63029 -1.44408
H10 1.42749 0.64530 -2.72634
H11 -2.05154 1.05787 -0.99859
H12 0.75617 -1.96773 0.26963

## Properties
Frontier orbital gap in eV: 9.83
SMILES: CC(C)=O.CNN
E_HOMO in eV: -8.85

# 2
This record from the OMol25 dataset describes a 4-piece molecular cluster, C27H41BrO9 overall. The level of theory is ωB97M-V/def2-TZVPD.

CARTESIAN COORDINATES (ANGSTROEM)
Br1 -1.23107 1.59652 2.80041
O1 3.37438 -2.27347 4.44845
O2 -4.98763 8.28765 -1.83641
O3 -0.10064 -4.56484 -2.40212
O4 0.60312 2.46422 0.79488
O5 -4.14881 9.95215 -0.55549
O6 5.37375 -1.47385 3.76052
O7 0.83101 -6.13837 -1.07312
O8 -5.20612 2.02462 -0.63788
O9 0.61560 3.69142 -1.24454
C1 1.77883 -5.85056 -3.20856
C2 0.71533 -5.42703 -2.22682
C3 -1.27435 -0.85666 0.11515
C4 -0.93714 1.71402 -0.80459
C5 -2.83477 -0.65564 0.34304
C6 2.27826 0.23548 2.71912
C7 0.83318 -0.24464 -2.24395
C8 0.21065 2.80662 -0.53828
C9 -2.24379 2.52712 -0.34844
C10 2.22552 -7.18326 -2.63879
C11 -3.13714 2.96335 -1.61968
C12 6.78812 -2.81376 5.06168
C13 4.57085 -2.35011 4.42550
C14 0.06668 1.22129 1.34457
C15 -3.05462 6.98927 -2.08499
C16 -2.83053 7.96612 -0.94739
C17 -4.41393 2.05086 -1.83526
C18 -0.92665 -3.33965 0.65506
C19 1.96957 -7.00531 -1.15789
C20 5.40155 -3.42960 5.07175
C21 -4.02612 8.87715 -1.07339
C22 1.30116 0.67951 2.12932
C23 -0.41852 0.47823 0.02433
C24 0.94103 -0.04439 -0.67099
C25 -0.78545 -1.85752 1.28618
C26 6.73579 -1.91418 3.84560
C27 -4.56240 6.96958 -2.20704
H1 -4.04425 1.01669 -2.15513
H2 -5.00730 2.43284 -2.73478
H3 -5.02551 6.24927 -1.52606
H4 1.74661 -7.95178 -0.66444
H5 7.39416 -1.05090 3.94640
H6 -1.44759 -1.78918 2.20691
H7 1.58959 -7.98176 -3.03162
H8 0.83041 0.73929 -2.81926
H9 -0.03113 -3.48640 -0.03883
H10 -0.09028 -0.80528 -2.58400
H11 -3.32883 0.03975 -0.39450
H12 -2.86775 2.03092 0.44642
H13 -2.62428 6.00317 -1.90721
H14 -1.90103 8.51995 -1.06881
H15 5.05882 -3.63399 6.08478
H16 -1.17137 -1.44430 -0.85825
H17 2.80958 -6.52825 -0.64497
H18 6.92789 -2.21051 5.96322
H19 -2.53805 3.04014 -2.57355
H20 6.98823 -2.44575 2.92380
H21 0.31443 -1.74336 1.51934
H22 1.36656 -5.95857 -4.21054
H23 -1.83862 -3.39436 -0.01159
H24 1.28951 -1.04379 -0.24511
H25 -1.06404 1.64256 -1.92153
H26 5.35171 -4.33190 4.45848
H27 3.27838 0.12169 3.20494
H28 -3.52347 4.01104 -1.38056
H29 -4.88808 6.75204 -3.22490
H30 -2.61397 7.38875 -3.00300
H31 1.72525 -0.85705 -2.58170
H32 -0.86778 -4.15122 1.43514
H33 -1.90703 3.52063 0.10574
H34 -2.86033 7.47199 0.02618
H35 7.59432 -3.54703 5.02006
H36 1.82177 0.66009 -0.49960
H37 -5.41918 1.10904 -0.37830
H38 2.58438 -5.11305 -3.20055
H39 -2.96667 -0.27411 1.41111
H40 -3.40110 -1.64472 0.30585
H41 3.26136 -7.43496 -2.86951

## Properties
Frontier orbital gap in eV: 9.99
SMILES: C#C[C@@]1(Br)OC(=O)[C@H](CCCO)[C@]1(CC)[C@H](C)CC.O=C1CCCO1.O=C1CCCO1.O=C1CCCO1
E_HOMO in eV: -9.67

# 3
This record from the OMol25 dataset describes a 3-piece molecular cluster, C5H5Cl2O2 overall. The level of theory is ωB97M-V/def2-TZVPD.

CARTESIAN COORDINATES (ANGSTROEM)
Cl1 -1.72213 0.11164 -1.65823
Cl2 4.24409 1.15826 -0.08788
O1 -1.57214 1.82456 1.74042
O2 -0.72657 3.21207 0.10601
C1 -1.08498 2.47425 0.92878
C2 -0.55033 -0.78364 -0.66290
C3 -0.68486 -2.22186 -0.82361
C4 1.10011 0.52987 0.84738
C5 0.29591 -0.07745 -0.00046
H1 2.15128 0.61138 0.53319
H2 0.72661 1.08263 1.68388
H3 -1.69340 -2.58198 -0.52329
H4 -0.57060 -2.67816 -1.79118
H5 0.08701 -2.66157 -0.29210

## Properties
Net charge: -1
Frontier orbital gap in eV: 6.96
E_HOMO in eV: -4.05

# 4
This record from the OMol25 dataset describes C19H18BrCl2CrN7O4 as an isolated structure. The level of theory is ωB97M-V/def2-TZVPD.

CARTESIAN COORDINATES (ANGSTROEM)
Br1 -2.50981 -1.24978 -1.09405
Cr1 -0.37198 -1.31453 0.37299
Cl1 -3.08770 -0.06872 4.17914
Cl2 -0.87215 -1.83802 4.94754
O1 -1.72425 -1.35572 1.83710
O2 1.34674 -1.32270 -0.05968
O3 3.91590 -2.10139 0.47967
O4 0.07701 -0.21811 2.11179
N1 0.96075 -5.02264 1.54044
N2 1.08641 0.90292 -0.61145
N3 1.14709 -3.78413 1.20991
N4 -0.20944 0.51851 -0.50159
N5 -0.27484 -5.45122 1.45031
N6 -0.04715 -3.35064 0.86246
N7 1.97283 -5.79150 2.05993
C1 -0.90304 -4.37315 1.01452
C2 -3.25396 4.93828 -0.16894
C3 -4.78393 4.81922 -2.01913
C4 -4.64767 3.44351 -2.04930
C5 4.19575 -1.20389 -0.50965
C6 -1.36595 -0.39708 4.03703
C7 -3.78470 2.80014 -1.15774
C8 4.85257 0.59051 -2.53208
C9 -1.16753 1.24619 -0.93409
C10 -0.99229 -0.66130 2.59370
C11 5.75203 -0.39449 -2.14985
C12 3.29500 -0.19562 -0.87135
C13 -3.10414 3.56161 -0.20391
C14 5.42387 -1.29258 -1.14879
C15 -3.64690 1.34270 -1.23279
C16 -4.08453 5.57019 -1.08285
C17 2.02191 -0.09138 -0.07020
C18 3.62707 0.68388 -1.89319
C19 -2.49824 0.69149 -1.04602
H1 -2.73554 5.51764 0.58326
H2 -0.99829 2.25107 -1.31082
H3 1.82805 -6.75668 1.78435
H4 -5.20037 2.85914 -2.77481
H5 -1.96027 -4.32567 0.82380
H6 -0.80745 0.44949 4.41938
H7 -4.53825 0.77323 -1.47078
H8 6.71259 -0.47132 -2.64138
H9 5.10338 1.28359 -3.32332
H10 -5.44438 5.30884 -2.72199
H11 6.10577 -2.07657 -0.84681
H12 2.95558 -2.18991 0.57497
H13 1.28303 1.87704 -0.42277
H14 -2.49631 3.06534 0.54316
H15 -4.20276 6.64488 -1.05373
H16 2.26945 0.16082 0.96985
H17 2.85875 -5.44783 1.70382
H18 2.92229 1.44630 -2.19608

## Properties
2S+1: 2
Net charge: +1
Frontier orbital gap (spin up / spin down) in eV: 6.89 / 7.30
Expectation value of S²: 0.7661
E_HOMO (spin up / spin down) in eV: -10.82 / -10.82

# 5
This record from the OMol25 dataset describes C10H20LuN2OP as an isolated structure. The level of theory is ωB97M-V/def2-TZVPD.

CARTESIAN COORDINATES (ANGSTROEM)
Lu1 -0.05514 0.22347 -1.84509
P1 -0.13136 -2.26158 -1.57731
O1 0.30002 0.01891 0.14852
N1 -1.17580 -0.04530 1.88379
N2 1.24752 -0.17429 2.15215
C1 0.92872 0.58090 -3.97774
C2 0.11081 -0.09337 1.44741
C3 -1.56736 -0.00777 3.29981
C4 0.97731 1.76636 -3.17776
C5 1.47614 -0.16835 3.60564
C6 -2.30077 0.07430 0.91095
C7 -1.27407 1.23931 -3.56223
C8 2.52765 -0.23364 1.38986
C9 -0.39273 2.16758 -2.89365
C10 -0.45635 0.24164 -4.19417
H1 -2.33996 -0.82105 0.27534
H2 -1.25682 -0.93806 3.79215
H3 3.40348 -0.27589 2.06273
H4 2.54602 -1.13195 0.76193
H5 -0.82324 -0.61263 -4.76656
H6 -2.17498 0.98278 0.30380
H7 -2.36951 1.29551 -3.58009
H8 1.87763 2.28522 -2.84045
H9 0.58666 -0.09654 4.23558
H10 -0.69451 3.01682 -2.28875
H11 0.96781 -2.95296 -1.99348
H12 -0.21566 -2.57947 -0.22415
H13 -1.17973 -2.92231 -2.12787
H14 2.63709 0.65825 0.76165
H15 1.99802 -1.08858 3.89582
H16 1.79810 0.04185 -4.37184
H17 2.10351 0.69252 3.86558
H18 -3.27352 0.15940 1.42556
H19 -1.15275 0.89459 3.76600
H20 -2.65223 0.06432 3.43686

## Properties
Frontier orbital gap (spin up / spin down) in eV: 3.35 / 3.47
E_HOMO (spin up / spin down) in eV: -3.09 / -3.27

# 6
This record from the OMol25 dataset describes the molecule C2H4N4. The level of theory is ωB97M-V/def2-TZVPD.

CARTESIAN COORDINATES (ANGSTROEM)
N1 1.81185 -0.19580 -0.33386
N2 -0.29891 -1.02703 0.21890
N3 -1.68629 -0.44508 0.33319
N4 -0.12599 1.17559 -0.00121
C1 -1.41651 0.84899 0.17589
C2 0.48435 -0.01684 -0.05355
H1 2.36413 0.64084 -0.18827
H2 -2.21742 1.57908 0.23198
H3 -1.14195 -1.52539 -0.43896
H4 2.22674 -1.03436 0.05587

## Properties
Frontier orbital gap in eV: 10.27
SMILES: Nc1ncn[nH]1
E_HOMO in eV: -9.31

# 7
This record from the OMol25 dataset describes C39H34AsBrMnN5OS2 as an isolated structure. The level of theory is ωB97M-V/def2-TZVPD.

CARTESIAN COORDINATES (ANGSTROEM)
Br1 -1.07516 3.14542 0.15917
As1 2.27126 -0.11462 -0.15094
Mn1 -1.47338 -0.39058 0.05973
S1 -0.76058 -2.70542 1.22791
S2 -3.55007 -2.12145 0.44758
O1 0.65717 0.11680 0.04527
N1 -3.17742 1.37038 -0.10502
N2 -1.09921 -6.14362 2.58979
N3 -2.15296 0.13993 4.31935
N4 -5.24622 -5.25912 1.64599
N5 -1.51282 0.30026 2.22472
C1 -2.86224 2.64551 -0.23057
C2 3.69104 -0.78731 4.26472
C3 -0.94513 1.52586 -3.36220
C4 2.89645 3.65484 -1.74236
C5 -2.40332 -3.21256 1.13575
C6 3.31333 -3.82894 -2.79206
C7 0.60370 -0.28889 -3.34454
C8 -0.65711 0.20643 -2.95054
C9 -1.84944 -5.37968 2.15839
C10 -5.42053 1.90713 -0.78402
C11 -2.79435 -4.46254 1.61541
C12 3.45359 0.66282 2.36242
C13 3.76888 -1.55305 -2.16451
C14 3.79732 0.47392 3.69360
C15 4.51371 1.59793 -0.79772
C16 -3.00334 -0.11392 5.46295
C17 -2.52148 0.05782 3.02419
C18 -0.81467 0.46336 4.33603
C19 -1.58033 -0.57216 -2.14321
C20 -0.43508 0.55781 3.03298
C21 2.26844 -3.88015 -1.88113
C22 4.27390 3.80491 -1.71589
C23 4.05938 -2.66654 -2.93851
C24 3.12862 1.45462 -0.82642
C25 -4.15454 -4.88556 1.61328
C26 5.08617 2.77657 -1.24937
C27 -6.80961 1.41340 -1.07423
C28 -5.05026 3.23830 -0.91187
C29 3.24537 -1.86166 3.50776
C30 2.90923 -1.67874 2.17446
C31 -4.43542 1.01433 -0.37675
C32 1.17291 1.75478 -4.50332
C33 -3.75101 3.62857 -0.63207
C34 1.96677 -2.77035 -1.10386
C35 1.48956 0.46146 -4.09932
C36 -0.06039 2.27452 -4.11883
C37 2.31511 2.47307 -1.30008
C38 3.01795 -0.41694 1.60027
C39 2.72859 -1.61476 -1.24418
H1 3.94874 -0.93204 5.30629
H2 1.24179 2.32427 -1.34469
H3 3.54077 -4.69402 -3.40215
H4 -4.65438 -0.04082 -0.27007
H5 -5.77616 3.97568 -1.23448
H6 0.86250 -1.30555 -3.06791
H7 5.14226 0.80435 -0.40902
H8 -3.42540 4.65386 -0.72284
H9 -2.38258 -0.16479 6.35457
H10 3.52049 1.65210 1.92251
H11 1.86354 2.33866 -5.09796
H12 -2.62463 -0.32782 -2.36447
H13 6.16158 2.89725 -1.23186
H14 2.44186 0.02549 -4.38567
H15 -0.33750 3.27912 -4.42158
H16 0.53827 0.75401 2.61918
H17 -0.26620 0.56614 5.25504
H18 2.53745 -2.51682 1.59671
H19 -3.73893 0.68055 5.59014
H20 -1.43714 -1.65296 -2.23581
H21 3.14221 -2.84112 3.95531
H22 4.86023 -2.62203 -3.66577
H23 -3.51594 -1.06685 5.34193
H24 -6.80268 0.69382 -1.89334
H25 1.66833 -4.77435 -1.77539
H26 1.10927 -2.80556 -0.43776
H27 -7.23394 0.90770 -0.20635
H28 -1.90422 1.95308 -3.08280
H29 -7.46847 2.23718 -1.34728
H30 4.33026 -0.63772 -2.30401
H31 -3.50143 -0.26093 2.70376
H32 4.13780 1.31336 4.28644
H33 4.72278 4.72594 -2.06635
H34 2.26712 4.44860 -2.12254

## Properties
2S+1: 6
Net charge: -1
Frontier orbital gap (spin up / spin down) in eV: 5.40 / 6.15
Expectation value of S²: 8.7574
E_HOMO (spin up / spin down) in eV: -3.29 / -4.04

# 8
This record from the OMol25 dataset describes a 2-piece molecular cluster, C7H9N4 overall. The level of theory is ωB97M-V/def2-TZVPD.

CARTESIAN COORDINATES (ANGSTROEM)
N1 1.77939 -0.15954 0.24587
N2 -3.17551 -0.02425 0.20535
N3 -5.19221 -0.53866 -0.96438
N4 -0.88356 -0.69502 0.63480
C1 0.19602 1.59814 0.36806
C2 -1.98499 -0.42012 0.41577
C3 2.51090 -1.25086 0.82958
C4 0.81505 0.43853 0.88160
C5 2.09841 0.13070 -1.13044
C6 -0.36902 2.53386 -0.12675
C7 -4.22256 -0.39216 -0.31093
H1 3.10657 0.54326 -1.19274
H2 -6.13118 -0.87110 -0.95591
H3 2.06327 -0.78099 -1.72595
H4 0.71235 0.25855 1.94416
H5 2.45513 -1.22747 1.91652
H6 3.55665 -1.19335 0.52580
H7 -0.83468 3.39818 -0.50166
H8 2.10255 -2.20264 0.48183
H9 1.39743 0.85496 -1.54060

## Properties
Net charge: +1
Frontier orbital gap in eV: 9.99
E_HOMO in eV: -13.96

What ΔE to the lowest compared entry with this formula, charge and spin values result from the calculations? In sequence: 48.27 0.00 0.00 2.09 0.00 47.75 4.00 97.86 kcal/mol.